Formula: C75H167N8O
Source: the Open Molecules 2025 dataset
Level of theory: wB97M-V/def2-TZVPD

Structure (XYZ):
```
251
Properties=species:S:1:pos:R:3:forces:R:3
C -19.97663 12.30229 0.26645 0.57 -1.64 -0.03
C -21.38679 12.07460 0.82396 0.22 0.91 -0.31
C -21.38282 12.46737 2.32728 -1.40 -0.58 -0.29
O -22.34058 12.64968 0.01091 -0.09 0.23 0.71
H -19.52426 13.28918 0.38282 -0.48 0.26 -0.23
H -19.96255 11.91946 -0.75899 0.03 0.64 -0.24
H -19.26042 11.61848 0.75100 -0.01 0.09 0.27
H -21.55245 10.97774 0.89932 0.25 -0.38 -0.24
H -22.35580 12.09873 2.67276 -0.11 0.30 0.21
H -21.34749 13.53608 2.54780 0.33 0.05 -0.14
H -20.67393 11.87565 2.91309 0.40 0.31 -0.09
C -23.44709 15.51326 5.90339 0.06 -0.54 1.23
C -23.64285 14.57612 4.73009 0.93 0.02 -0.64
C -24.36333 15.17079 3.52150 0.12 -1.04 -1.40
C -24.81612 13.98249 2.64604 -0.68 -0.57 -0.50
N -25.79289 14.24744 1.50897 -1.58 2.07 -0.44
C -25.35692 15.20992 0.43150 2.05 -0.17 -0.44
C -25.73024 16.60341 0.82789 0.84 0.46 0.59
C -27.10872 16.43124 1.43027 0.02 -0.88 0.82
C -27.03543 15.00640 2.07660 -0.52 -0.75 -0.93
C -26.19832 12.96689 0.81988 -0.17 0.55 1.66
H -22.65156 15.12249 6.54703 0.06 -0.11 -0.11
H -24.31089 15.51456 6.57114 -0.18 0.38 -0.26
H -23.13032 16.53307 5.69334 -0.30 0.00 -0.44
H -24.09331 13.61272 4.98795 -0.38 0.27 0.48
H -22.64937 14.24827 4.40164 0.00 0.16 -0.20
H -23.68254 15.72855 2.87610 0.04 0.52 0.47
H -25.23168 15.77077 3.78593 0.14 0.16 0.16
H -25.37101 13.31144 3.30778 -0.07 -0.16 -0.17
H -24.05523 13.39091 2.12962 0.59 0.32 0.43
H -25.81043 14.93106 -0.52014 -0.39 -0.13 0.23
H -24.27979 15.09074 0.26813 0.00 -0.22 0.17
H -25.51118 17.30753 0.02374 -0.95 -0.07 -0.31
H -25.05345 17.00617 1.58960 -0.03 -0.42 0.20
H -27.91367 16.40325 0.70059 0.00 0.39 0.00
H -27.29692 17.13305 2.23870 -0.29 0.27 -0.32
H -27.87171 14.39705 1.73570 -0.18 0.18 0.16
H -27.02451 14.93767 3.15862 0.17 0.26 0.01
H -26.68445 12.42692 1.63288 0.49 -0.76 -0.23
H -25.27035 12.56617 0.41808 -0.17 -0.46 0.00
H -27.00216 13.11629 0.10232 0.37 0.45 -0.29
C -17.32969 13.63160 -2.21301 0.22 -0.56 0.54
C -17.71878 15.02363 -2.65828 0.64 0.48 -0.73
C -18.88906 15.69437 -1.94007 0.11 -0.02 0.13
C -20.23196 15.15481 -2.43550 0.59 0.57 1.08
N -21.39116 16.04346 -2.01425 0.09 0.00 -0.72
C -21.31973 17.46832 -2.59053 0.96 0.41 -0.13
C -22.75252 17.94055 -2.81045 0.57 0.48 -0.66
C -23.60621 16.68281 -2.71144 -0.88 0.55 0.01
C -22.65983 15.51613 -2.69083 0.11 -0.14 -0.26
C -21.49631 16.16129 -0.51286 0.50 -0.63 -0.67
H -16.36566 13.30001 -2.60510 0.12 0.42 0.03
H -17.99030 12.82672 -2.54337 -0.40 0.31 0.07
H -17.28432 13.58621 -1.11892 0.05 -0.12 -0.02
H -17.82305 15.00168 -3.74900 -0.59 0.11 0.03
H -16.89095 15.73615 -2.58161 0.27 -0.34 0.37
H -18.80174 16.77431 -2.08897 -0.26 -0.03 -0.47
H -18.74757 15.62199 -0.85537 -0.17 -0.51 0.01
H -20.46501 14.17392 -2.01856 0.05 -0.08 -0.01
H -20.11399 15.08539 -3.51612 -0.74 0.23 -0.11
H -20.72817 18.15365 -1.98091 -0.29 -0.42 0.68
H -20.69391 17.47729 -3.48574 -0.49 -0.63 -0.35
H -23.00812 18.78699 -2.17514 -0.21 -0.38 0.41
H -22.80810 18.37904 -3.80773 -0.05 -0.19 -0.07
H -24.22556 16.67554 -1.81279 0.08 0.06 0.08
H -24.31390 16.65852 -3.53956 0.08 -0.30 -0.04
H -23.13331 14.63404 -2.25862 0.68 -0.01 0.74
H -22.31469 15.19390 -3.67421 -0.11 0.35 -0.16
H -20.62098 16.70379 -0.16342 -0.34 0.53 -0.09
H -21.39831 15.17895 -0.04466 -0.73 -0.23 -0.27
H -22.44659 16.66232 -0.36023 0.14 0.08 0.59
C -16.50517 7.88276 -0.04408 0.51 1.39 -0.10
C -15.10462 7.36323 -0.39350 -0.52 -0.51 -0.69
C -14.13948 7.10633 0.76810 -0.53 -0.65 0.61
C -13.39601 8.33623 1.25148 0.85 0.44 -0.83
N -12.09496 8.04168 1.96287 0.38 -1.20 2.36
C -11.07398 7.22458 1.16699 -0.16 0.73 -1.69
C -9.71384 7.47833 1.76738 -0.05 1.12 0.78
C -9.80709 8.93119 2.32854 -0.40 -0.67 0.11
C -11.30200 9.27850 2.40139 -0.27 0.98 -1.16
C -12.41901 7.30328 3.22924 -1.09 -0.65 0.03
H -17.12310 7.21422 0.55289 0.31 -0.07 0.30
H -17.10162 8.14010 -0.92349 0.26 -0.36 -0.23
H -16.36240 8.86670 0.42168 -0.42 -0.18 0.54
H -14.62061 8.02735 -1.11435 -0.13 0.11 0.03
H -15.29825 6.44932 -0.95933 0.52 -0.21 0.17
H -13.45458 6.29297 0.52361 0.09 0.22 -0.28
H -14.70119 6.71659 1.62295 -0.15 -0.09 -0.10
H -14.03459 8.94061 1.89547 0.28 0.06 0.22
H -13.09415 8.95468 0.40144 -0.09 0.02 -0.01
H -11.31023 6.17847 0.98332 -0.43 0.02 0.68
H -11.17484 7.69728 0.18458 0.44 -0.07 -0.12
H -9.45793 6.79057 2.56948 -0.01 -0.22 -0.18
H -8.89830 7.53655 1.05308 -0.20 -0.77 -0.28
H -9.41178 8.96225 3.34023 0.30 0.19 -0.14
H -9.21860 9.55306 1.66081 -0.28 0.48 0.25
H -11.57111 9.67009 3.38110 -0.34 -0.75 0.17
H -11.67677 10.06109 1.73397 0.64 -0.01 -0.30
H -12.97037 7.97413 3.88584 0.35 0.08 0.15
H -11.56479 6.83879 3.71371 0.27 0.46 -0.10
H -13.11573 6.49535 3.00444 0.22 -0.08 -0.17
C -20.23214 12.98221 6.32632 -0.26 -0.80 -1.30
C -19.76060 13.99529 7.34967 -0.22 -0.97 0.09
C -19.87307 13.45970 8.79743 0.39 -0.34 -0.38
C -21.25299 13.65381 9.42796 0.64 0.68 0.63
N -21.32718 13.26381 10.89154 0.31 1.56 0.44
C -20.78664 11.91012 11.18162 -0.57 -1.77 0.60
C -21.54972 11.41545 12.42373 -0.16 0.10 0.67
C -22.81125 12.28417 12.56306 -0.16 0.33 -0.33
C -22.74873 13.32734 11.41300 -0.63 -2.11 0.58
C -20.49753 14.24717 11.74981 0.37 -1.71 -0.76
H -21.25234 12.60457 6.43552 -0.13 0.40 0.25
H -19.64271 12.06152 6.23800 0.34 0.13 0.72
H -20.14546 13.33538 5.29017 -0.26 0.46 0.18
H -20.32064 14.92266 7.22896 0.17 0.14 0.07
H -18.70647 14.16234 7.12970 -0.03 0.38 0.18
H -19.03795 13.92082 9.32760 -0.49 0.22 0.49
H -19.62414 12.39520 8.79779 -0.03 -0.05 -0.14
H -22.05463 13.10748 8.93521 0.13 -0.05 -0.18
H -21.47390 14.72210 9.42973 -0.32 -0.04 -0.17
H -19.71404 11.80237 11.33843 0.09 1.00 -0.04
H -20.96159 11.21931 10.35387 -0.48 0.39 -0.23
H -20.99101 11.45287 13.35814 0.38 0.08 -0.25
H -21.83466 10.37343 12.29761 0.10 -0.01 -0.04
H -22.98124 12.83194 13.48754 0.54 -0.42 0.32
H -23.66476 11.61905 12.44737 -0.24 0.35 -0.10
H -23.06081 14.29736 11.78325 0.36 0.30 -0.54
H -23.45088 12.89641 10.70021 0.30 0.72 -0.70
H -20.81518 15.27487 11.62534 -0.06 -0.03 -0.04
H -19.50455 14.00493 11.38049 0.27 0.89 0.26
H -20.53133 13.87555 12.77075 -0.29 0.32 0.11
C -19.18092 11.88224 -5.52623 -0.37 -0.54 -0.33
C -19.95124 11.57366 -4.23707 0.51 -0.02 0.08
C -21.43294 11.22997 -4.43496 0.42 0.03 0.55
C -22.11432 10.86499 -3.11788 -1.43 0.17 0.01
N -23.65252 10.77176 -3.27962 -0.79 0.08 -0.03
C -24.37424 10.68859 -1.90257 0.74 -0.78 -0.79
C -25.68545 9.97450 -2.19351 -0.44 0.90 -0.06
C -25.41327 9.01261 -3.32494 0.73 -0.56 -0.52
C -24.11349 9.50878 -4.01263 0.35 -0.66 -0.10
C -24.22770 11.94787 -3.98145 -0.91 0.42 0.09
H -19.54103 11.17366 -6.27605 0.06 0.29 -0.30
H -18.11549 11.66781 -5.45042 0.00 0.15 0.30
H -19.28834 12.90208 -5.89229 -0.21 -0.04 -0.05
H -19.94438 12.45500 -3.58817 0.24 -0.20 0.26
H -19.38634 10.76266 -3.76843 -0.35 0.00 0.39
H -21.57937 10.38694 -5.11125 0.11 0.23 -0.36
H -21.83283 12.15833 -4.84681 -0.44 -0.30 -0.17
H -22.01343 11.56939 -2.28618 0.38 0.17 -0.08
H -21.88123 9.86171 -2.76296 0.46 0.07 -0.03
H -24.45774 11.68307 -1.47650 0.30 0.04 0.00
H -23.69822 10.07744 -1.30516 -0.07 0.11 0.27
H -26.42869 10.69326 -2.54657 0.01 0.11 0.17
H -26.13406 9.52260 -1.31051 0.22 -0.15 0.02
H -26.24538 8.95818 -4.02208 0.03 0.05 -0.03
H -25.23886 7.99707 -2.97100 -0.04 0.02 0.05
H -24.18308 9.61527 -5.09570 -0.38 0.84 0.12
H -23.30256 8.77849 -3.97807 -0.03 0.00 0.68
H -24.00743 12.88869 -3.47683 0.73 -0.16 -0.04
H -25.31368 11.90817 -3.88054 0.02 -0.38 -0.32
H -23.97656 11.95579 -5.03675 0.13 0.06 0.09
C -25.16431 9.88947 1.68532 0.63 -0.15 0.30
C -25.09936 8.36100 1.83197 -0.72 -0.21 0.14
C -25.51275 7.80492 3.21704 0.78 0.41 0.78
C -26.99650 7.90648 3.46463 -1.81 0.92 1.26
N -27.47114 7.61694 4.89642 -0.78 -1.25 0.15
C -26.78044 8.48218 5.94863 0.15 -1.65 -0.45
C -27.65544 8.30944 7.16414 -0.45 0.85 1.30
C -29.11418 8.17854 6.65853 0.85 -1.31 -0.53
C -28.96637 7.92605 5.14027 1.26 2.13 -0.38
C -27.32436 6.12126 5.14767 1.38 0.91 0.27
H -24.21351 10.38552 1.90858 0.01 -0.14 0.31
H -25.92159 10.31121 2.34571 -0.14 0.14 -0.23
H -25.33461 10.16483 0.64684 -0.41 -0.02 0.07
H -24.10086 8.01144 1.57238 -0.06 -0.18 -0.08
H -25.82696 7.95177 1.12711 0.32 -0.25 -0.23
H -25.00372 8.39551 3.99061 -0.14 0.36 -0.11
H -25.11933 6.81786 3.47179 -0.22 -0.30 -0.79
H -27.70306 7.32538 2.87217 0.59 -0.28 -0.47
H -27.34470 8.93968 3.36741 0.28 0.06 -0.40
H -25.80153 8.00748 6.00501 0.21 0.50 0.48
H -26.70287 9.49996 5.57109 -0.13 -0.02 -0.11
H -27.32934 7.54379 7.86830 -0.05 -0.52 -0.57
H -27.68030 9.16597 7.84211 0.53 0.30 -0.39
H -29.59359 7.33021 7.13907 -0.34 0.29 0.17
H -29.60396 9.12584 6.84936 -0.53 -0.27 -0.11
H -29.60479 7.23860 4.59746 -0.04 -0.14 0.21
H -28.97546 8.92681 4.69781 -0.84 -0.16 -0.37
H -27.66138 5.85384 6.14472 -0.26 0.07 -0.09
H -26.24735 5.96037 5.10346 -0.07 -0.47 0.04
H -27.81623 5.55636 4.36249 -0.20 0.12 0.05
C -22.79209 10.70053 5.18554 -0.25 -0.13 -1.12
C -21.76405 9.56792 5.31610 0.32 -0.01 1.00
C -21.39291 8.81421 4.03454 -1.36 -0.51 -0.20
C -20.60953 7.50448 4.22029 -0.55 0.21 -0.35
N -20.52892 6.60667 2.97711 1.21 -0.52 -0.26
C -19.50518 5.51366 3.29315 1.09 -0.07 -0.86
C -20.26587 4.37551 3.95029 -0.60 1.40 -0.22
C -21.51776 4.32263 3.03603 1.53 -0.70 0.78
C -21.77175 5.78768 2.64641 -0.49 -0.62 0.53
C -19.98872 7.40153 1.79821 -1.44 -0.57 0.61
H -23.60021 10.40338 4.50334 -0.05 -0.32 0.10
H -22.43814 11.60779 4.69933 0.35 0.07 0.41
H -23.28193 10.91603 6.13387 0.29 0.15 0.10
H -22.23470 8.92021 6.06298 0.31 -0.55 -0.25
H -20.84170 9.90371 5.79931 -0.10 0.27 0.03
H -20.96703 9.50877 3.31065 0.20 -0.13 -0.04
H -22.37548 8.49641 3.65568 0.08 0.13 -0.49
H -21.12489 6.89608 4.96150 0.26 0.04 0.23
H -19.56892 7.66180 4.49183 -0.06 0.08 0.23
H -19.08047 5.17791 2.34125 -0.53 -0.15 -0.17
H -18.62734 6.01591 3.70230 -0.28 -0.27 0.88
H -19.75870 3.41742 3.95112 0.24 0.14 0.34
H -20.60074 4.72256 4.92876 0.35 -0.57 0.33
H -21.23183 3.66514 2.21523 -0.37 0.35 -0.40
H -22.26843 3.78647 3.61311 -0.56 0.48 -0.33
H -21.97390 5.80678 1.57948 -0.19 0.65 0.06
H -22.56891 6.16354 3.28513 -0.22 0.32 -0.50
H -19.18015 8.02056 2.17076 0.16 0.00 -0.29
H -20.83137 7.98456 1.43145 0.27 0.34 -0.07
H -19.71655 6.67466 1.03847 0.31 0.20 -0.03
C -17.51474 13.60056 3.15145 -0.09 1.00 0.71
C -16.05589 13.35408 2.75206 -0.71 0.74 -0.71
C -15.21996 14.65876 2.62125 -0.37 -0.83 1.35
C -15.60860 15.45344 1.38291 1.32 -0.11 0.66
N -14.97478 16.82651 1.37145 -0.61 -0.33 -1.59
C -15.18006 17.45551 0.00517 -0.13 -0.17 -0.63
C -14.07820 18.52628 -0.14047 -1.01 0.08 -0.61
C -13.00966 18.14131 0.85659 0.74 -0.31 0.98
C -13.44700 16.80238 1.46735 -0.74 1.11 1.28
C -15.64971 17.68874 2.39334 1.05 0.36 0.35
H -17.97904 14.45989 2.65718 0.04 -0.25 -0.52
H -17.56893 13.93569 4.19279 0.13 -0.34 0.16
H -18.17399 12.74101 3.04502 0.13 -0.07 -0.14
H -16.08109 12.90909 1.75079 0.30 -0.49 0.23
H -15.64604 12.68834 3.50913 0.41 -0.10 -0.35
H -14.16194 14.38812 2.60682 -0.02 0.01 -0.43
H -15.29966 15.17194 3.58415 -0.34 0.44 -0.23
H -16.67527 15.60457 1.24207 -0.04 -0.17 0.00
H -15.15637 14.87319 0.57687 -0.36 0.37 -0.45
H -16.21727 17.77178 -0.12026 0.09 0.45 0.45
H -15.10599 16.67624 -0.75717 0.52 -0.21 0.26
H -14.53127 19.50554 0.00662 0.34 0.11 0.22
H -13.70336 18.52426 -1.16254 -0.01 -0.05 0.01
H -12.88191 18.81241 1.70793 -0.43 0.41 -0.27
H -11.98881 18.09576 0.47856 -0.19 -0.24 -0.41
H -13.30556 16.88532 2.54420 0.69 -0.78 -0.06
H -13.04980 15.89833 1.01667 -0.16 -0.03 -0.03
H -15.27113 17.43050 3.38041 -0.27 -0.23 0.02
H -16.72750 17.58668 2.32158 0.02 -0.10 -0.05
H -15.35859 18.72800 2.24730 -0.09 -0.03 -0.26
```
Forces are in eV/Å.

Lowest unoccupied orbital energy, eV: -11.356
Net charge: +7
HOMO level, Ha: -0.6979
Energy relative to the best compared isomer or geometry (same formula, charge and spin), kJ/mol: 169.7
2S+1: 1

These are the Mulliken partial charges, in e, on atoms 1 to 8: number 1, C, carries -0.96; number 2, C, carries 0.63; number 3, C, carries -0.31; number 4, O, carries 0.02; number 5, H, carries -0.09; number 6, H, carries 0.16; number 7, H, carries 0.57; number 8, H, carries -0.67